Entry from the Open Molecules 2025 dataset: C63H94N9O3SeTa as an isolated structure (wB97M-V/def2-TZVPD).

Last column: Löwdin charge in e.
Cartesian coordinates (Å):
Ta (0.391, 0.480, -0.366)  2.02
C (0.567, 3.194, 6.534)  -0.03
C (1.535, 3.981, 5.638)  -0.55
C (2.880, 4.146, 6.357)  -0.04
C (0.949, 5.369, 5.382)  -0.06
C (1.717, 3.192, 4.344)  -0.14
C (1.256, 3.635, 3.120)  0.03
C (1.333, 2.827, 1.989)  -0.14
C (0.801, 3.412, 0.707)  -0.13
N (1.174, 2.709, -0.550)  -0.23
C (0.459, 3.451, -1.625)  -0.12
C (0.229, 2.694, -2.926)  -0.11
N (-0.046, 1.247, -2.753)  -0.20
C (0.737, 0.457, -3.730)  -0.14
C (2.228, 0.672, -3.566)  -0.13
N (2.588, 0.861, -2.153)  -0.15
C (3.193, 2.177, -1.917)  -0.14
C (2.658, 2.808, -0.657)  -0.13
C (3.394, -0.249, -1.608)  -0.11
C (2.940, -1.579, -2.123)  -0.19
C (3.842, -2.372, -2.800)  0.00
C (3.470, -3.604, -3.337)  -0.14
C (2.154, -3.977, -3.157)  0.04
C (1.188, -3.224, -2.469)  -0.07
C (1.614, -2.000, -1.959)  -0.22
O (0.780, -1.095, -1.307)  -0.28
C (-0.186, -3.897, -2.365)  -0.51
C (-0.716, -4.189, -3.777)  -0.03
C (-0.044, -5.223, -1.600)  -0.02
C (-1.225, -3.045, -1.647)  -0.06
C (4.480, -4.441, -4.116)  -0.55
C (3.918, -5.809, -4.501)  -0.05
C (5.737, -4.658, -3.265)  -0.05
C (4.855, -3.683, -5.397)  -0.03
C (-1.470, 0.934, -3.045)  -0.12
C (-2.524, 1.713, -2.302)  -0.16
C (-3.699, 2.043, -2.959)  0.03
C (-4.759, 2.610, -2.264)  -0.14
C (-4.566, 2.843, -0.907)  0.03
C (-3.403, 2.556, -0.185)  -0.05
C (-2.377, 1.975, -0.939)  -0.24
O (-1.185, 1.565, -0.426)  -0.31
C (-3.440, 2.918, 1.313)  -0.50
C (-4.559, 2.112, 1.992)  -0.03
C (-3.742, 4.419, 1.459)  -0.03
C (-2.160, 2.641, 2.113)  -0.04
C (-6.101, 2.941, -2.912)  -0.56
C (-6.500, 4.387, -2.590)  -0.04
C (-7.158, 1.980, -2.347)  -0.03
C (-6.053, 2.782, -4.431)  -0.06
C (1.887, 1.558, 2.088)  -0.23
O (1.658, 0.693, 1.011)  -0.27
C (2.557, 1.141, 3.260)  -0.07
C (2.390, 1.970, 4.362)  0.04
C (3.518, -0.052, 3.368)  -0.52
C (4.396, 0.065, 4.622)  -0.05
C (4.467, -0.063, 2.169)  -0.03
C (2.765, -1.377, 3.446)  -0.04
H (0.404, 3.727, 7.472)  0.09
H (0.964, 2.207, 6.773)  0.08
H (-0.399, 3.065, 6.043)  0.08
H (2.752, 4.776, 7.237)  0.09
H (3.618, 4.619, 5.708)  0.10
H (3.286, 3.194, 6.698)  0.08
H (0.849, 5.900, 6.328)  0.09
H (-0.045, 5.316, 4.935)  0.08
H (1.591, 5.968, 4.735)  0.09
H (0.820, 4.619, 3.018)  0.12
H (1.181, 4.438, 0.635)  0.15
H (-0.283, 3.478, 0.731)  0.09
H (0.990, 4.387, -1.830)  0.15
H (-0.510, 3.729, -1.218)  0.12
H (1.070, 2.812, -3.601)  0.11
H (-0.620, 3.171, -3.424)  0.15
H (0.440, 0.723, -4.752)  0.14
H (0.475, -0.589, -3.585)  0.11
H (2.542, 1.548, -4.133)  0.12
H (2.757, -0.170, -4.014)  0.14
H (2.989, 2.824, -2.767)  0.11
H (4.285, 2.110, -1.842)  0.14
H (2.951, 3.861, -0.597)  0.15
H (3.084, 2.313, 0.210)  0.11
H (3.327, -0.224, -0.524)  0.08
H (4.454, -0.118, -1.862)  0.14
H (4.856, -2.009, -2.920)  0.12
H (1.831, -4.923, -3.566)  0.10
H (-0.159, -4.980, -4.278)  0.09
H (-0.676, -3.298, -4.407)  0.09
H (-1.756, -4.515, -3.717)  0.09
H (0.612, -5.921, -2.117)  0.09
H (-1.022, -5.700, -1.507)  0.10
H (0.356, -5.062, -0.600)  0.06
H (-1.418, -2.126, -2.197)  0.06
H (-0.905, -2.795, -0.637)  0.06
H (-2.164, -3.601, -1.595)  0.09
H (3.607, -6.381, -3.625)  0.09
H (4.685, -6.384, -5.018)  0.09
H (3.067, -5.722, -5.179)  0.09
H (5.491, -5.142, -2.319)  0.06
H (6.253, -3.722, -3.047)  0.08
H (6.440, -5.299, -3.797)  0.09
H (3.978, -3.521, -6.024)  0.09
H (5.583, -4.254, -5.973)  0.09
H (5.298, -2.712, -5.171)  0.08
H (-1.583, -0.146, -2.876)  0.11
H (-1.649, 1.070, -4.118)  0.14
H (-3.776, 1.842, -4.019)  0.12
H (-5.387, 3.285, -0.361)  0.11
H (-5.529, 2.236, 1.512)  0.09
H (-4.659, 2.431, 3.031)  0.10
H (-4.310, 1.050, 1.997)  0.07
H (-4.706, 4.703, 1.043)  0.08
H (-2.973, 5.016, 0.965)  0.09
H (-3.747, 4.686, 2.517)  0.10
H (-1.644, 1.733, 1.808)  0.06
H (-2.420, 2.542, 3.168)  0.09
H (-1.468, 3.479, 2.061)  0.07
H (-6.668, 4.544, -1.525)  0.08
H (-7.430, 4.636, -3.102)  0.09
H (-5.734, 5.089, -2.922)  0.10
H (-7.242, 2.075, -1.263)  0.08
H (-6.908, 0.944, -2.582)  0.09
H (-8.135, 2.197, -2.779)  0.09
H (-5.303, 3.435, -4.882)  0.09
H (-7.020, 3.050, -4.855)  0.09
H (-5.844, 1.754, -4.730)  0.08
H (2.846, 1.666, 5.290)  0.10
H (4.876, 1.041, 4.696)  0.10
H (5.181, -0.690, 4.569)  0.09
H (3.838, -0.122, 5.540)  0.09
H (5.051, 0.859, 2.127)  0.10
H (3.933, -0.199, 1.237)  0.04
H (5.166, -0.896, 2.267)  0.08
H (2.074, -1.387, 4.291)  0.10
H (3.475, -2.197, 3.580)  0.10
H (2.216, -1.561, 2.530)  0.04
C (-4.891, -1.446, 0.263)  -0.13
C (-3.930, -1.351, -0.897)  -0.13
N (-2.642, -0.877, -0.408)  0.08
C (-2.141, -1.010, 0.829)  -0.34
N (-0.911, -0.524, 1.088)  -0.04
C (-0.465, -0.576, 2.500)  -0.20
C (-1.600, -0.683, 3.496)  -0.13
C (-2.473, -1.846, 3.109)  -0.13
N (-2.912, -1.645, 1.732)  -0.01
C (-4.214, -2.224, 1.371)  -0.11
H (-5.811, -1.946, -0.036)  0.13
H (-5.150, -0.447, 0.607)  0.10
H (-4.275, -0.639, -1.649)  0.13
H (-3.808, -2.326, -1.380)  0.11
H (-2.102, -0.346, -1.063)  0.06
H (0.078, 0.337, 2.725)  0.09
H (0.224, -1.406, 2.618)  0.08
H (-2.196, 0.232, 3.503)  0.10
H (-1.185, -0.819, 4.494)  0.13
H (-3.362, -1.923, 3.733)  0.13
H (-1.927, -2.790, 3.207)  0.12
H (-4.824, -2.220, 2.274)  0.13
H (-4.076, -3.269, 1.075)  0.14
Se (4.830, -4.024, 0.572)  1.17
N (4.075, -5.391, 1.416)  -0.20
C (2.804, -5.074, 1.563)  -0.39
C (1.830, -5.888, 2.220)  0.02
C (0.573, -5.396, 2.305)  -0.03
C (0.269, -4.117, 1.729)  -0.15
N (1.102, -3.336, 1.113)  0.13
C (2.393, -3.797, 1.032)  -0.46
N (3.340, -3.071, 0.474)  -0.19
H (2.121, -6.846, 2.627)  0.13
H (-0.220, -5.947, 2.789)  0.11
H (-0.762, -3.776, 1.773)  0.09

Output
Frontier orbital gap, eV: 7.850
Total charge: +2
Energy above the lowest of the compared OMol25 structures with the same formula, charge and spin, eV: 0.000


Entry from the Open Molecules 2025 dataset: C64H112N16 as an isolated structure (wB97M-V/def2-TZVPD).

Last column: Löwdin charge in e.
Cartesian coordinates (Å):
C (-1.388, 0.907, -5.389)  -0.04
C (-0.895, 1.133, -3.922)  -0.22
C (-2.046, 1.265, -2.888)  -0.20
C (-2.920, 2.422, -3.201)  -0.16
N (-3.620, 3.345, -3.432)  0.16
H (-0.514, 0.771, -6.027)  0.07
H (-1.940, 1.793, -5.703)  0.08
H (-2.075, 0.064, -5.458)  0.07
H (-0.262, 2.020, -3.957)  0.08
H (-0.248, 0.306, -3.630)  0.06
H (-1.584, 1.373, -1.906)  0.05
H (-2.687, 0.383, -2.878)  0.11
C (1.036, -1.821, -3.969)  -0.05
C (1.011, -2.726, -2.747)  -0.25
C (2.403, -3.346, -2.531)  -0.20
C (3.120, -3.930, -3.670)  -0.20
N (3.671, -4.366, -4.593)  0.16
H (1.035, -2.375, -4.908)  0.11
H (1.874, -1.129, -4.046)  0.08
H (0.129, -1.223, -3.880)  0.03
H (0.327, -3.563, -2.887)  0.10
H (0.794, -2.167, -1.837)  0.04
H (2.297, -4.155, -1.808)  0.12
H (3.030, -2.627, -2.004)  0.04
C (-0.794, 2.600, 1.849)  -0.23
C (-1.002, 4.005, 2.479)  -0.15
C (-2.425, 4.267, 2.901)  -0.17
C (-2.982, 3.465, 4.033)  -0.19
N (-3.397, 2.861, 4.913)  0.20
H (0.246, 2.317, 1.686)  -0.03
H (-1.309, 2.609, 0.889)  0.02
H (-1.244, 1.809, 2.448)  0.07
H (-0.617, 4.791, 1.830)  0.11
H (-0.351, 4.176, 3.335)  0.11
H (-3.064, 4.112, 2.031)  0.11
H (-2.604, 5.288, 3.236)  0.12
C (0.761, -0.612, -1.178)  -0.13
C (0.527, 0.879, -0.844)  -0.12
C (-0.677, 1.157, 0.111)  -0.11
C (-0.625, 0.469, 1.378)  -0.19
N (-0.631, -0.078, 2.391)  -0.21
H (1.472, -0.679, -2.001)  0.06
H (-0.177, -1.123, -1.395)  -0.02
H (1.150, -1.183, -0.335)  0.08
H (0.337, 1.438, -1.761)  0.04
H (1.442, 1.315, -0.444)  0.03
H (-1.586, 0.830, -0.394)  -0.14
H (-0.729, 2.229, 0.298)  -0.14
C (-4.889, -1.587, 0.819)  -0.17
C (-5.384, -0.559, -0.159)  -0.17
C (-4.587, -0.489, -1.438)  -0.10
C (-3.318, 0.207, -1.242)  -0.06
N (-2.290, 0.712, -1.076)  0.10
H (-3.836, -1.466, 1.073)  0.03
H (-5.182, -2.571, 0.452)  0.09
H (-5.287, -1.362, 1.809)  0.03
H (-5.471, 0.418, 0.317)  0.10
H (-6.391, -0.853, -0.455)  0.13
H (-5.120, 0.085, -2.196)  0.14
H (-4.419, -1.503, -1.801)  0.09
C (1.450, 2.398, -2.664)  -0.13
C (2.802, 2.003, -3.326)  -0.16
C (2.673, 2.022, -4.851)  -0.17
C (2.157, 3.290, -5.415)  -0.21
N (1.718, 4.272, -5.896)  0.14
H (0.568, 1.887, -3.050)  0.01
H (1.107, 3.406, -2.898)  0.04
H (1.446, 2.309, -1.578)  0.06
H (3.035, 0.993, -2.988)  0.05
H (3.653, 2.601, -2.997)  0.13
H (1.917, 1.291, -5.138)  0.11
H (3.608, 1.831, -5.378)  0.12
C (0.276, -1.651, 2.917)  -0.23
C (-0.689, -2.280, 3.980)  -0.08
C (-1.025, -3.776, 3.766)  -0.13
C (0.131, -4.651, 3.465)  -0.18
N (1.039, -5.362, 3.174)  0.17
H (-0.155, -1.760, 1.922)  0.07
H (1.241, -2.149, 3.007)  0.07
H (0.418, -0.577, 3.040)  0.00
H (-1.620, -1.714, 3.960)  0.08
H (-0.350, -2.144, 5.007)  0.11
H (-1.754, -3.933, 2.971)  0.08
H (-1.473, -4.226, 4.653)  0.13
C (-1.138, -1.638, -2.442)  -0.15
C (-1.558, -2.742, -3.485)  -0.13
C (-2.235, -3.943, -2.852)  -0.19
C (-3.355, -3.633, -1.944)  -0.09
N (-4.223, -3.363, -1.265)  0.17
H (-1.964, -1.332, -1.801)  0.08
H (-0.629, -0.839, -2.982)  0.03
H (-0.399, -1.971, -1.714)  0.01
H (-0.778, -3.131, -4.139)  0.11
H (-2.350, -2.323, -4.106)  0.12
H (-1.433, -4.467, -2.332)  -0.04
H (-2.712, -4.614, -3.566)  0.13
C (6.304, 1.079, 0.563)  -0.13
C (5.467, 2.385, 0.820)  -0.17
C (4.059, 2.162, 1.432)  -0.15
C (3.184, 1.317, 0.611)  -0.12
N (2.534, 0.636, -0.083)  0.01
H (7.320, 1.323, 0.254)  0.06
H (5.934, 0.423, -0.225)  0.00
H (6.409, 0.499, 1.480)  0.06
H (5.378, 3.011, -0.068)  0.10
H (5.953, 3.067, 1.518)  0.10
H (3.607, 3.123, 1.678)  0.12
H (4.190, 1.678, 2.400)  0.07
C (-2.063, 6.696, -1.764)  -0.10
C (-0.571, 6.369, -1.917)  -0.23
C (-0.339, 4.864, -2.250)  -0.12
C (-0.489, 3.982, -1.024)  0.05
N (-0.606, 3.266, -0.114)  0.15
H (-2.492, 6.493, -2.746)  0.07
H (-2.332, 7.713, -1.476)  0.07
H (-2.560, 6.034, -1.055)  0.07
H (-0.025, 6.631, -1.010)  0.11
H (-0.114, 6.992, -2.686)  0.11
H (0.711, 4.665, -2.466)  0.09
H (-1.008, 4.423, -2.990)  0.11
C (-1.454, 0.529, 5.991)  -0.06
C (-1.302, 0.704, 4.493)  -0.25
C (0.156, 0.830, 4.070)  -0.13
C (1.107, -0.049, 4.826)  -0.19
N (1.838, -0.716, 5.430)  0.24
H (-2.490, 0.300, 6.239)  0.08
H (-1.172, 1.399, 6.584)  0.08
H (-0.864, -0.286, 6.411)  0.07
H (-1.863, 1.563, 4.125)  0.07
H (-1.731, -0.163, 3.990)  0.05
H (0.503, 1.862, 4.129)  0.14
H (0.337, 0.561, 3.030)  0.01
C (-1.590, -1.793, 0.638)  -0.06
C (-1.860, -3.313, 0.704)  -0.18
C (-3.347, -3.591, 0.999)  -0.13
C (-3.789, -2.874, 2.221)  -0.19
N (-4.157, -2.298, 3.125)  0.13
H (-1.673, -1.282, 1.598)  0.07
H (-2.199, -1.299, -0.119)  0.08
H (-0.562, -1.598, 0.333)  0.08
H (-1.251, -3.683, 1.529)  0.04
H (-1.505, -3.718, -0.244)  0.01
H (-3.611, -4.600, 1.315)  0.14
H (-3.955, -3.247, 0.162)  -0.03
C (3.332, -0.877, -1.522)  -0.17
C (3.992, -0.918, -2.927)  -0.21
C (5.483, -1.236, -2.927)  -0.12
C (6.317, -0.257, -2.154)  -0.14
N (6.977, 0.491, -1.567)  0.13
H (2.276, -0.657, -1.683)  -0.01
H (3.728, -0.095, -0.874)  0.09
H (3.444, -1.818, -0.983)  -0.02
H (3.712, -0.053, -3.528)  0.07
H (3.559, -1.755, -3.475)  0.06
H (5.832, -1.177, -3.957)  0.12
H (5.750, -2.237, -2.588)  0.12
C (2.717, -2.600, -0.018)  -0.11
C (1.598, -2.734, 1.055)  -0.17
C (0.670, -3.938, 0.825)  -0.09
C (-0.124, -3.975, -0.426)  -0.02
N (-0.709, -4.058, -1.445)  0.12
H (3.496, -1.859, 0.159)  0.11
H (2.339, -2.355, -1.010)  0.01
H (3.248, -3.542, -0.157)  0.13
H (1.042, -1.796, 1.064)  0.05
H (2.109, -2.772, 2.016)  0.10
H (-0.103, -3.941, 1.593)  0.04
H (1.219, -4.875, 0.922)  0.13
C (-3.559, 1.678, 1.678)  -0.05
C (-2.935, 0.356, 2.133)  -0.19
C (-3.555, -0.182, 3.483)  -0.15
C (-5.009, -0.514, 3.424)  -0.28
N (-6.140, -0.763, 3.342)  0.16
H (-4.648, 1.686, 1.639)  0.09
H (-3.177, 1.938, 0.691)  0.08
H (-3.255, 2.522, 2.296)  0.01
H (-1.877, 0.595, 2.247)  0.00
H (-3.048, -0.437, 1.393)  0.06
H (-3.465, 0.529, 4.304)  0.08
H (-3.100, -1.145, 3.713)  0.06
C (4.217, -0.117, 3.362)  -0.05
C (2.770, -0.597, 3.179)  -0.21
C (1.975, -0.064, 2.012)  -0.18
C (1.668, 1.385, 2.094)  -0.16
N (1.409, 2.534, 2.175)  0.24
H (4.218, 0.900, 3.754)  0.08
H (4.748, -0.122, 2.409)  0.05
H (4.816, -0.644, 4.104)  0.09
H (2.219, -0.339, 4.084)  -0.06
H (2.737, -1.686, 3.122)  0.11
H (1.046, -0.633, 2.064)  0.04
H (2.530, -0.324, 1.111)  0.08

Output
Frontier orbital gap, eV: 7.514
Total charge: 0
Energy above the lowest of the compared OMol25 structures with the same formula, charge and spin, eV: 85.337


Question: Among the records above, which one has the lowest frontier orbital gap?
Answer: C64H112N16